DFT (ωB97M-V/def2-TZVPD) results for C11H26MnN6O7 as an isolated structure at a distorted geometry.

```
! wB97M-V def2-TZVPD RIJCOSX def2/J DEFGRID3
* xyz 1 5
H 2.8738 0.6386 1.7478
C 0.7528 -2.3535 -1.1936
O -2.7862 0.5180 1.4890
H -2.9439 3.8414 1.3481
O 1.7678 0.8564 -4.2720
N -0.2999 -0.7871 3.1675
H -0.4011 -4.7704 -1.2400
H 1.8775 -2.7486 -2.9514
C 0.8192 -0.3192 2.5553
H -0.2790 -1.0290 4.1377
C -1.4726 2.3241 1.0138
H -1.6039 3.8933 2.4655
H 3.3418 1.4062 3.3013
H 0.7856 4.4114 -0.4442
H -2.0769 1.2963 -1.6954
H 1.6863 1.5190 -1.6372
O 0.8427 -0.0756 1.3318
O 2.0925 -0.4778 -1.1483
H 1.3156 -4.1994 -2.0608
Mn -0.5069 0.0775 -0.3580
H 2.6843 -3.2377 -1.4150
O -0.0904 -2.0234 -4.5834
N 0.1778 1.8835 -0.5749
N -1.0810 -1.7251 0.0397
C -0.4579 -2.7573 -0.5836
H -1.0197 -1.8373 -4.3072
H 1.4822 0.0514 -4.7465
H 0.9325 1.1178 -3.8443
N 1.8891 -0.0873 3.3610
C -2.2531 3.2034 1.9143
H -2.0416 -4.0696 -1.1366
C 3.0937 0.4632 2.8042
H -1.3872 -0.1806 -2.6603
C -1.8224 0.2206 -1.6968
O -2.0909 -1.9215 0.8214
O 1.3217 2.3323 -1.1938
H -1.1087 -1.0408 2.6064
N -1.7061 1.0188 0.8324
N 0.9611 -1.0100 -1.0340
C -0.3781 2.7975 0.2429
H 0.6753 4.3422 1.3233
H -0.7049 4.8831 0.4113
H -2.7389 -0.3065 -1.3886
H -2.6658 -0.4656 1.2574
C 1.7187 -3.1836 -1.9490
C 0.1292 4.1748 0.3864
H -2.8247 2.6023 2.6184
H -1.1909 -4.5563 0.3561
H 1.8419 -0.3550 4.3301
H 3.9241 -0.2442 2.8959
C -1.0543 -4.1109 -0.6438
*
```

E_HOMO (alpha / beta): -8.88 / -9.52 eV
Frontier orbital gap (alpha / beta): 3.20 / 3.75 eV

***

DFT (ωB97M-V/def2-TZVPD) results for C11H27BCsF14KLiN4O9PS2 as an isolated structure at a distorted geometry.

```
! wB97M-V def2-TZVPD RIJCOSX def2/J DEFGRID3
* xyz 0 1
H 0.9063 4.7376 2.7052
H 1.5055 -0.3489 -2.5321
B -4.9436 -0.8725 4.8491
F -5.7663 -1.7051 4.0728
N 2.5063 -0.5981 -2.9716
C -3.0131 0.0180 -0.1302
H 1.7758 -2.1721 -1.3913
H 5.1059 6.5337 -4.3398
C 1.7993 2.8305 -0.1702
H 1.6690 5.0047 -3.1959
C 1.1317 -2.4033 2.1080
F -3.9345 -1.6466 5.4611
N 2.9479 -5.4552 3.1810
K 6.8616 7.9481 -3.6247
F -4.9921 -3.5650 -1.1872
F -5.4550 -1.6406 0.8154
C -1.4891 -0.0500 -0.1818
H 0.1139 -2.7938 -1.3438
Cs 1.4038 -0.4191 4.1312
H 2.5443 5.9245 -4.4740
C 1.0014 -2.5842 -0.7655
F 0.4180 2.1311 3.2566
O 0.2926 4.6614 1.9684
F -3.0457 -4.9232 -1.4894
H 0.3690 -3.1775 2.1556
O 0.1208 0.6153 -1.7519
H -3.2797 0.8971 -0.7008
H 2.4297 -1.4246 -3.5606
P 0.6702 -1.3877 0.6065
O 3.5827 -6.4328 3.5869
H 2.8436 0.1837 -3.5297
H 1.3810 -3.5108 -0.3547
O 1.5271 1.2060 1.3797
O -1.3549 -0.7851 -2.4940
H 1.0766 -1.8194 3.0807
F -3.0032 -4.7319 1.6357
C 5.1388 6.3284 -3.2655
F -2.0037 -3.6143 -0.0553
H -1.2850 -0.8863 1.6675
C 2.5030 5.7051 -3.3966
H 3.1646 -0.7786 -2.2146
C -3.7333 -1.2156 -0.6457
C -4.5114 -3.5801 0.0395
F -4.3545 0.1050 4.0167
O 3.3391 -4.8225 2.1585
H -0.4305 5.2592 2.1793
H -3.1465 -1.8164 -1.3228
F -1.8417 -5.7860 0.1169
H 6.1555 6.0676 -2.9779
O 2.9909 0.8358 -0.1899
O 4.0412 4.8069 -1.4190
H 2.3345 6.6221 -2.8368
Li 2.6858 3.7943 -4.3627
H 2.3896 2.8970 -1.0666
H -3.2702 0.2572 0.8932
H -1.1436 0.8924 0.2390
C -4.2336 -2.1217 0.4816
F -4.0307 -6.0046 0.1532
S -3.0423 -4.7777 0.0935
H 2.0391 3.6054 0.5486
H -4.6313 -0.8859 -1.1396
O 1.9181 -5.0695 3.7740
H 4.8139 7.2073 -2.7043
F -3.5189 -2.0425 1.5810
N -1.0023 -1.1367 0.7273
S 4.0696 4.9230 -2.8673
H 0.7395 2.8337 -0.4038
H 2.0725 -2.9275 1.9634
F -5.4458 -4.0942 0.7853
N 2.1406 1.5197 0.4064
C -0.9078 -0.1065 -1.5996
F -5.7100 -0.2372 5.8385
*
```

E_HOMO: -6.13 eV
Frontier orbital gap: 1.54 eV

***

DFT (ωB97M-V/def2-TZVPD) results for C11H27Cl12N5O10 as an isolated structure at a distorted geometry.

```
! wB97M-V def2-TZVPD RIJCOSX def2/J DEFGRID3
* xyz 0 1
Cl -2.0383 -0.8619 -3.1320
H -0.0163 -1.6785 3.1687
H 4.1605 -0.9942 -0.4118
Cl -0.8836 2.4509 -0.0315
H 2.2014 1.7910 -3.0230
N -2.4758 -0.5614 1.6916
N -0.5065 0.1320 3.1004
Cl 1.4162 3.9364 -3.5621
O -0.1506 -1.1386 -1.7757
C 3.3722 0.6272 1.4823
N -0.6685 -3.6087 -0.3113
H 4.1435 -0.1207 1.6664
H 2.8531 3.0716 -1.9287
O -2.9897 -0.0990 2.6910
C -2.2027 2.2274 -2.8398
H 3.9619 0.3739 -1.5018
H 0.5551 -0.8330 1.6966
Cl -3.7523 2.4852 -1.9168
O -1.5136 -1.2969 1.6148
H 0.1910 -1.6372 -2.9643
C -1.4738 -2.4172 -0.8227
C 0.2960 0.2814 0.1132
Cl 3.7092 1.1677 -0.1748
H -2.6492 0.9387 0.3152
Cl 4.2352 -1.6882 -2.6711
H -1.7552 1.3197 -2.4349
Cl -2.5093 2.0092 -4.6837
H -0.5679 4.2717 1.5806
H -1.3346 -1.5117 -0.2320
Cl 0.8465 2.6145 2.3685
H 3.5127 1.4638 2.1668
H -1.4980 2.0669 2.9200
H 1.0290 -0.4787 0.3831
O 0.5311 -3.4078 -0.1463
H -0.4706 -2.3309 1.6250
C 3.7138 -0.6772 -1.3542
H -4.0661 -0.0143 0.6929
C 1.9688 2.6721 -2.4250
Cl 0.7273 2.2184 -1.2304
O 1.8530 -2.9028 3.3025
O -1.6634 0.2883 -1.0772
H -0.4289 1.8481 4.3511
O -0.7584 -0.9416 3.5373
O -1.1900 -4.7436 -0.2477
C -0.0032 3.4604 1.1211
H 0.7176 1.2148 -0.2598
C 0.3296 -1.8018 2.1424
C -3.0202 -0.0833 0.3937
Cl -1.1892 -3.6186 -3.5203
O 2.2999 -2.5035 1.2300
N 1.5740 -2.5006 2.2059
Cl 2.0023 -0.9279 -1.0652
C -0.6743 -1.9177 -3.5648
H -2.0160 0.9622 4.2538
H 0.7488 3.8857 0.4565
H -2.5083 -2.7575 -0.7770
N -0.5380 -0.1963 -1.0554
H -1.1945 -2.2274 -1.8591
Cl 1.8412 -0.0774 1.7277
C -1.1738 1.3837 3.7049
H -0.3740 -1.7892 -4.6047
H -1.4768 3.0247 -2.6801
H -2.9050 -0.7903 -0.4279
O 0.1604 0.3034 2.0698
H -0.3150 0.6442 0.9397
*
```

E_HOMO: -8.31 eV
Frontier orbital gap: 6.74 eV
Relative energy (zero: lowest compared OMol25 entry of this formula, charge and spin): 44.885 eV